(1)
The following is a quantum chemistry calculation of C41H57BCaIN13O4S4 as an isolated structure, from the Open Molecules 2025 dataset.

Element x y z (Å)
Ca (0.064, -0.821, -1.326)
C (-0.982, -0.189, 5.169)
C (-1.475, -1.007, 4.018)
C (-1.648, -2.391, 4.196)
C (-2.116, -3.145, 3.120)
N (-2.327, -2.618, 1.937)
N (-2.200, -1.275, 1.729)
B (-2.612, -0.817, 0.451)
N (-3.452, 0.436, 0.443)
N (-4.565, 0.241, 1.119)
C (-5.512, 1.128, 1.117)
C (-5.346, 2.350, 0.417)
C (-4.204, 2.558, -0.303)
C (-3.955, 3.804, -1.076)
C (-3.216, 1.521, -0.324)
S (-1.786, 1.639, -1.201)
C (-6.779, 0.752, 1.855)
C (-7.947, 0.765, 0.860)
C (-7.034, 1.748, 2.992)
C (-6.629, -0.659, 2.432)
N (-2.943, -1.667, -0.672)
N (-3.913, -1.166, -1.461)
C (-4.326, -1.806, -2.516)
C (-3.827, -3.079, -2.848)
C (-2.800, -3.599, -2.087)
C (-2.161, -4.907, -2.414)
C (-2.296, -2.835, -1.021)
S (-0.844, -3.237, -0.247)
C (-5.413, -1.133, -3.328)
C (-5.714, 0.252, -2.753)
C (-6.669, -2.012, -3.258)
C (-4.958, -0.977, -4.782)
C (-1.766, -0.462, 2.792)
S (-1.689, 1.293, 2.543)
C (-2.541, -4.603, 3.222)
C (-1.745, -5.441, 2.219)
C (-2.369, -5.187, 4.624)
C (-4.028, -4.657, 2.844)
H (-1.629, -0.334, 6.032)
H (-0.954, 0.867, 4.925)
H (0.023, -0.508, 5.441)
H (-1.470, -2.817, 5.166)
H (-6.112, 3.110, 0.444)
H (-4.754, 4.526, -0.928)
H (-3.869, 3.562, -2.134)
H (-3.004, 4.242, -0.779)
H (-8.086, 1.752, 0.427)
H (-8.868, 0.478, 1.361)
H (-7.757, 0.058, 0.055)
H (-7.217, 2.749, 2.607)
H (-6.173, 1.784, 3.657)
H (-7.904, 1.434, 3.567)
H (-6.396, -1.368, 1.642)
H (-7.552, -0.962, 2.922)
H (-5.816, -0.691, 3.152)
H (-4.212, -3.629, -3.692)
H (-2.732, -5.435, -3.174)
H (-2.092, -5.517, -1.516)
H (-1.144, -4.738, -2.770)
H (-5.987, 0.173, -1.705)
H (-6.528, 0.721, -3.302)
H (-4.832, 0.884, -2.818)
H (-6.965, -2.151, -2.220)
H (-6.482, -2.990, -3.694)
H (-7.487, -1.541, -3.799)
H (-4.109, -0.299, -4.840)
H (-5.770, -0.566, -5.377)
H (-4.668, -1.931, -5.213)
H (-0.687, -5.439, 2.470)
H (-1.853, -5.024, 1.223)
H (-2.100, -6.469, 2.223)
H (-1.332, -5.139, 4.947)
H (-2.670, -6.232, 4.610)
H (-2.991, -4.664, 5.346)
H (-4.170, -4.257, 1.845)
H (-4.625, -4.067, 3.537)
H (-4.384, -5.684, 2.873)
N (1.050, -1.488, 2.047)
N (2.398, -1.314, 1.688)
C (2.845, -1.361, 0.432)
N (4.152, -1.168, 0.212)
N (1.969, -1.770, -0.486)
N (2.267, -1.883, -1.738)
O (1.386, -2.317, -2.443)
O (3.366, -1.614, -2.181)
H (1.002, -2.149, 2.824)
H (0.546, -1.905, 1.256)
H (2.916, -0.772, 2.373)
H (4.717, -0.723, 0.915)
H (4.431, -1.174, -0.769)
C (7.127, 1.741, -4.704)
C (5.887, 1.887, -3.878)
C (5.795, 1.294, -2.625)
C (4.604, 1.325, -1.923)
C (3.492, 1.941, -2.463)
C (3.602, 2.634, -3.654)
C (4.796, 2.605, -4.354)
S (1.882, 1.643, -1.730)
O (2.118, 1.076, -0.404)
O (1.098, 2.846, -1.778)
N (1.242, 0.435, -2.522)
C (0.432, 0.404, -3.588)
C (0.573, 1.164, -4.764)
C (-0.242, 0.899, -5.836)
C (-1.203, -0.107, -5.737)
C (-1.315, -0.767, -4.530)
N (-0.549, -0.510, -3.480)
H (8.009, 1.653, -4.075)
H (7.249, 2.585, -5.379)
H (7.049, 0.835, -5.306)
H (6.656, 0.796, -2.203)
H (4.515, 0.900, -0.939)
H (2.758, 3.209, -4.007)
H (4.883, 3.136, -5.291)
H (1.341, 1.916, -4.810)
H (-0.127, 1.463, -6.753)
H (-1.839, -0.356, -6.573)
H (-2.057, -1.543, -4.380)
I (1.579, 1.742, 3.079)
C (-0.099, 1.523, 1.738)
H (0.139, 0.675, 1.104)
H (-0.132, 2.444, 1.167)

## Properties
Frontier orbital gap (alpha / beta)   0.1906 / 0.2182 hartree
Energy above the lowest of the compared OMol25 structures with the same formula, charge and spin   303.0 kJ/mol
Total energy   -5202.22572 Eh
LUMO level (alpha / beta)   -0.1 / 0.1 eV
Multiplicity   1

natural (NBO) atomic charge list, values in e, 8 entries: Ca 1.689; C -0.644; C 0.022; C -0.344; C 0.246; N -0.317; N -0.453; B 0.899

(2)
The following is a quantum chemistry calculation of C41H57FeNOPS as an isolated structure, from the Open Molecules 2025 dataset.

Element x y z (Å)
Fe (-0.309, -0.313, -0.294)
C (2.314, -0.319, 3.038)
C (2.927, -1.092, 1.876)
C (2.712, -2.599, 2.008)
P (2.179, -0.545, 0.283)
C (3.171, -1.405, -1.024)
C (2.990, -0.668, -2.347)
C (4.658, -1.588, -0.728)
C (2.587, 1.205, 0.138)
C (3.840, 1.724, 0.462)
C (4.159, 3.062, 0.308)
C (5.508, 3.605, 0.682)
C (3.157, 3.888, -0.203)
C (1.905, 3.413, -0.523)
C (1.568, 2.050, -0.356)
N (0.314, 1.558, -0.645)
C (-0.585, 2.483, -1.231)
C (-0.563, 2.723, -2.614)
C (0.456, 2.054, -3.486)
C (-1.492, 3.591, -3.169)
C (-2.460, 4.225, -2.396)
C (-3.496, 5.110, -3.029)
C (-2.453, 3.991, -1.029)
C (-1.521, 3.146, -0.437)
C (-1.488, 2.979, 1.054)
H (2.664, -0.730, 3.988)
H (1.225, -0.373, 3.012)
H (2.591, 0.734, 3.000)
H (4.003, -0.890, 1.858)
H (1.652, -2.843, 1.926)
H (3.077, -2.965, 2.971)
H (3.221, -3.160, 1.223)
H (2.693, -2.388, -1.122)
H (3.486, 0.304, -2.315)
H (1.939, -0.511, -2.579)
H (3.426, -1.253, -3.158)
H (5.163, -0.625, -0.643)
H (5.129, -2.125, -1.554)
H (4.851, -2.155, 0.181)
H (4.598, 1.056, 0.857)
H (6.206, 2.797, 0.902)
H (5.458, 4.246, 1.564)
H (5.937, 4.200, -0.126)
H (3.365, 4.942, -0.348)
H (1.161, 4.097, -0.904)
H (0.623, 1.027, -3.168)
H (1.421, 2.563, -3.421)
H (0.140, 2.059, -4.528)
H (-1.470, 3.764, -4.239)
H (-3.069, 5.697, -3.842)
H (-3.923, 5.800, -2.303)
H (-4.315, 4.522, -3.446)
H (-3.184, 4.488, -0.400)
H (-2.401, 3.363, 1.509)
H (-0.640, 3.519, 1.484)
H (-1.358, 1.934, 1.340)
C (-3.127, 0.011, -0.246)
C (-3.372, -0.319, -1.588)
C (-3.235, 0.667, -2.594)
C (-3.464, 0.354, -3.918)
C (-3.824, -0.942, -4.278)
C (-3.960, -1.929, -3.302)
C (-3.741, -1.629, -1.978)
H (-3.408, -0.671, 0.541)
H (-2.909, 1.036, 0.015)
H (-2.958, 1.673, -2.307)
H (-3.358, 1.119, -4.678)
H (-3.987, -1.188, -5.319)
H (-4.218, -2.940, -3.589)
H (-3.821, -2.398, -1.221)
C (-0.360, -4.314, -3.078)
C (-0.271, -4.346, -1.695)
C (-0.255, -3.154, -0.981)
C (-0.345, -1.891, -1.588)
C (-0.432, -1.910, -2.984)
C (-0.432, -3.086, -3.720)
H (-0.367, -5.234, -3.649)
H (-0.204, -5.295, -1.177)
H (-0.159, -3.224, 0.104)
H (-0.511, -0.976, -3.527)
H (-0.499, -3.048, -4.800)
C (-0.082, -4.805, 4.379)
C (-0.879, -4.030, 3.340)
C (-0.902, -2.545, 3.667)
S (-1.835, -1.624, 2.414)
O (-0.876, -0.610, 1.819)
C (-2.987, -0.677, 3.456)
C (-2.412, 0.597, 4.070)
C (-1.447, 0.397, 5.230)
H (-0.071, -5.869, 4.152)
H (-0.506, -4.679, 5.376)
H (0.952, -4.460, 4.412)
H (-1.901, -4.413, 3.280)
H (-0.442, -4.171, 2.348)
H (0.100, -2.115, 3.628)
H (-1.313, -2.351, 4.654)
H (-3.351, -1.384, 4.205)
H (-3.823, -0.435, 2.800)
H (-3.262, 1.207, 4.391)
H (-1.915, 1.158, 3.280)
H (-1.835, -0.308, 5.968)
H (-1.273, 1.342, 5.743)
H (-0.477, 0.035, 4.890)

## Properties
Frontier orbital gap (alpha / beta)   0.2488 / 0.2213 hartree
Total energy   -3729.70155 Eh
LUMO level (alpha / beta)   0.3 / -0.7 eV
Multiplicity   6

Mulliken atomic charge list, values in e, 8 entries: Fe -0.236; C -1.485; C 0.497; C -1.691; P 1.045; C 0.700; C -1.552; C -1.617

(3)
The following is a quantum chemistry calculation of a 3-piece molecular cluster, C41H57N3O12 overall, from the Open Molecules 2025 dataset.

Element x y z (Å)
C (-1.720, 5.674, -7.525)
C (-1.637, 4.283, -6.944)
O (-0.311, 3.805, -6.750)
C (0.179, 3.974, -5.511)
O (-0.155, 4.897, -4.793)
C (1.191, 2.984, -5.057)
C (1.061, 1.607, -5.723)
C (1.003, 0.486, -4.702)
N (2.341, -0.053, -4.382)
C (2.361, -1.477, -4.196)
O (2.707, -2.247, -5.054)
C (1.978, -1.705, -2.767)
C (1.534, -2.796, -2.161)
C (1.328, -2.769, -0.820)
C (0.895, -4.091, -0.222)
C (1.940, -4.772, 0.690)
C (1.380, -5.633, 1.841)
C (1.695, -5.180, 3.230)
O (0.796, -5.897, 4.129)
C (0.429, -5.221, 5.236)
C (-0.954, -4.684, 5.281)
O (1.177, -5.096, 6.182)
C (1.552, -1.599, -0.095)
C (1.323, -1.547, 1.380)
C (-0.113, -1.587, 1.893)
O (-0.450, -2.893, 2.331)
C (-1.225, -0.979, 1.023)
N (-2.024, -1.880, 0.222)
C (2.020, -0.468, -0.771)
C (2.359, 0.864, -0.126)
C (3.836, 0.803, 0.284)
C (4.227, 1.728, 1.448)
N (4.461, 0.966, 2.681)
C (4.093, 1.718, 3.903)
C (2.657, 1.610, 4.266)
C (1.721, 2.399, 3.673)
C (0.416, 2.300, 4.008)
C (0.027, 1.436, 4.966)
C (0.949, 0.655, 5.568)
C (2.248, 0.732, 5.206)
O (3.182, -0.090, 5.782)
C (2.232, -0.552, -2.117)
C (2.738, 0.461, -3.099)
O (3.379, 1.463, -2.901)
H (-1.697, 5.631, -8.602)
H (-0.896, 6.283, -7.199)
H (-2.658, 6.134, -7.261)
H (-2.071, 3.629, -7.684)
H (-2.258, 4.191, -6.071)
H (2.178, 3.386, -5.231)
H (1.088, 2.891, -3.989)
H (1.841, 1.431, -6.440)
H (0.117, 1.586, -6.247)
H (0.421, -0.340, -5.083)
H (0.506, 0.889, -3.827)
H (1.380, -3.690, -2.732)
H (-0.083, -4.037, 0.222)
H (0.791, -4.739, -1.080)
H (2.697, -4.089, 1.039)
H (2.464, -5.472, 0.061)
H (1.839, -6.606, 1.741)
H (0.319, -5.798, 1.753)
H (1.558, -4.121, 3.383)
H (2.710, -5.407, 3.519)
H (-1.383, -4.816, 6.256)
H (-1.598, -5.143, 4.547)
H (-0.953, -3.635, 5.075)
H (1.863, -2.386, 1.782)
H (1.766, -0.687, 1.837)
H (-0.111, -0.967, 2.775)
H (-1.281, -2.817, 2.805)
H (-0.871, -0.175, 0.393)
H (-1.871, -0.543, 1.778)
H (-1.563, -2.172, -0.623)
H (-2.381, -2.659, 0.744)
H (2.226, 1.590, -0.909)
H (1.723, 1.071, 0.717)
H (3.986, -0.209, 0.628)
H (4.474, 0.917, -0.577)
H (5.176, 2.178, 1.171)
H (3.506, 2.508, 1.611)
H (5.446, 0.773, 2.762)
H (4.348, 2.768, 3.775)
H (4.675, 1.304, 4.708)
H (1.966, 3.127, 2.929)
H (-0.304, 2.932, 3.523)
H (-1.003, 1.356, 5.242)
H (0.616, -0.012, 6.329)
H (2.996, -0.172, 6.719)
O (-3.521, -0.623, 3.406)
C (-4.274, 0.295, 3.256)
C (-5.785, 0.263, 3.388)
C (-6.201, 1.575, 2.729)
C (-4.984, 2.454, 2.988)
O (-3.857, 1.550, 2.988)
H (-6.039, 0.240, 4.448)
H (-6.195, -0.607, 2.885)
H (-7.125, 1.997, 3.118)
H (-6.327, 1.423, 1.659)
H (-5.025, 2.950, 3.959)
H (-4.837, 3.206, 2.217)
O (-5.543, 0.782, -3.681)
C (-4.395, 1.106, -3.715)
C (-3.421, 1.210, -2.552)
C (-2.282, 2.033, -3.156)
C (-2.374, 1.652, -4.629)
O (-3.764, 1.405, -4.872)
H (-3.103, 0.203, -2.271)
H (-3.884, 1.702, -1.704)
H (-1.307, 1.833, -2.717)
H (-2.489, 3.098, -3.035)
H (-1.814, 0.741, -4.856)
H (-2.035, 2.445, -5.286)

## Properties
Frontier orbital gap   0.3286 hartree
Energy above the lowest of the compared OMol25 structures with the same formula, charge and spin   0.0 kJ/mol
Structure (SMILES)   CCOC(=O)CCCN1C(=O)c2cc(CCCCOC(C)=O)c(C[C@H](O)CN)c(CCCNCc3ccccc3O)c2C1=O.O=C1CCCO1.O=C1CCCO1
Total energy   -2663.63568 Eh
LUMO level   0.0 eV
Multiplicity   1

Mulliken atomic charge list, values in e, 8 entries: C -1.316; C -0.260; O -0.320; C 0.255; O -0.635; C -0.141; C -1.005; C -0.679

(4)
The following is a quantum chemistry calculation of C41H59AsBr3N10O3V as an isolated structure, from the Open Molecules 2025 dataset.

Element x y z (Å)
V (-0.327, 0.590, 0.240)
O (3.083, 4.070, -3.515)
C (2.314, 3.257, -2.769)
C (1.187, 2.601, -3.253)
C (0.468, 1.797, -2.402)
N (0.812, 1.594, -1.111)
C (1.898, 2.235, -0.689)
Br (2.321, 1.864, 1.118)
C (2.683, 3.072, -1.445)
H (2.748, 4.119, -4.419)
H (0.865, 2.718, -4.282)
H (-0.420, 1.277, -2.738)
H (3.561, 3.553, -1.037)
C (-0.526, 4.091, 0.647)
C (-1.696, 3.438, -0.032)
C (-2.792, 4.244, -0.415)
C (-3.910, 3.693, -0.951)
C (-3.948, 2.299, -1.172)
C (-5.076, 1.585, -1.661)
Br (-6.679, 2.496, -2.075)
C (-5.030, 0.238, -1.792)
C (-3.838, -0.465, -1.503)
Br (-3.861, -2.349, -1.609)
C (-2.693, 0.163, -1.104)
O (-1.521, -0.426, -0.901)
C (-2.796, 1.571, -0.848)
N (-1.695, 2.128, -0.225)
H (-0.821, 5.066, 1.033)
H (0.291, 4.258, -0.058)
H (-0.161, 3.487, 1.480)
H (-2.735, 5.312, -0.240)
H (-4.769, 4.303, -1.201)
H (-5.902, -0.311, -2.122)
C (-2.713, -1.714, 4.429)
N (-3.232, -1.096, 3.208)
C (-4.644, -0.708, 3.220)
C (-4.734, 0.224, 2.013)
N (-3.363, 0.700, 1.809)
C (-3.093, 2.022, 2.403)
C (-2.525, -0.311, 2.321)
N (-1.312, -0.413, 1.893)
C (-0.515, -1.588, 2.278)
C (0.089, -2.304, 1.085)
N (1.188, -1.558, 0.466)
C (2.266, -2.226, 0.230)
N (3.385, -1.700, -0.364)
C (3.435, -0.533, -1.198)
C (4.565, -2.517, -0.189)
C (3.975, -3.851, 0.247)
N (2.580, -3.556, 0.596)
C (1.750, -4.722, 0.269)
H (-3.457, -1.570, 5.212)
H (-1.791, -1.234, 4.751)
H (-2.543, -2.786, 4.332)
H (-4.897, -0.217, 4.165)
H (-5.284, -1.581, 3.107)
H (-5.406, 1.064, 2.170)
H (-5.063, -0.323, 1.127)
H (-3.455, 2.091, 3.439)
H (-3.602, 2.781, 1.807)
H (-2.023, 2.216, 2.401)
H (-1.105, -2.341, 2.777)
H (0.288, -1.286, 2.956)
H (-0.693, -2.504, 0.348)
H (0.414, -3.245, 1.511)
H (4.072, 0.250, -0.782)
H (2.425, -0.171, -1.331)
H (3.833, -0.806, -2.180)
H (5.242, -2.087, 0.553)
H (5.107, -2.605, -1.131)
H (4.492, -4.298, 1.094)
H (4.006, -4.563, -0.583)
H (2.229, -5.593, 0.713)
H (1.704, -4.882, -0.815)
H (0.741, -4.680, 0.647)
C (-0.482, -1.148, -4.566)
As (0.544, -1.803, -3.030)
C (-0.356, -3.532, -2.891)
C (2.172, -2.453, -3.983)
C (1.958, -3.169, -5.286)
C (1.918, -2.464, -6.489)
C (1.682, -3.111, -7.694)
C (1.480, -4.486, -7.720)
C (1.527, -5.204, -6.532)
C (1.767, -4.551, -5.329)
H (-0.583, -1.917, -5.333)
H (-0.003, -0.272, -5.005)
H (-1.476, -0.868, -4.209)
H (-0.499, -3.969, -3.880)
H (-1.326, -3.384, -2.417)
H (0.235, -4.215, -2.281)
H (2.670, -3.103, -3.257)
H (2.805, -1.576, -4.128)
H (2.082, -1.391, -6.480)
H (1.658, -2.542, -8.616)
H (1.293, -4.994, -8.658)
H (1.381, -6.278, -6.541)
H (1.816, -5.124, -4.409)
C (1.824, 4.698, 5.019)
N (0.647, 3.899, 4.693)
C (-0.518, 4.671, 4.301)
C (0.717, 2.578, 4.302)
O (0.024, 2.139, 3.382)
N (1.579, 1.777, 5.003)
C (2.004, 2.037, 6.372)
C (1.894, 0.452, 4.499)
H (1.997, 5.428, 4.224)
H (2.711, 4.079, 5.099)
H (1.690, 5.244, 5.954)
H (-0.899, 5.228, 5.160)
H (-1.293, 4.005, 3.935)
H (-0.267, 5.388, 3.515)
H (1.423, 2.842, 6.807)
H (3.066, 2.284, 6.437)
H (1.834, 1.137, 6.966)
H (2.967, 0.266, 4.594)
H (1.608, 0.374, 3.454)
H (1.360, -0.318, 5.063)

## Properties
Frontier orbital gap (alpha / beta)   0.2574 / 0.2235 hartree
Energy above the lowest of the compared OMol25 structures with the same formula, charge and spin   0.0 kJ/mol
Total charge   +1
Total energy   -13272.68790 Eh
LUMO level (alpha / beta)   -1.9 / -2.1 eV
Multiplicity   2

Mulliken atomic charge list, values in e, 8 entries: V 0.232; O -0.552; C 0.488; C -0.866; C -0.811; N 1.312; C 0.129; Br 0.045